Entry 1:
The following is a quantum chemistry calculation of 2 unconnected molecules or ions with the total composition C9H14O at a distorted geometry, from the OMol25 dataset.

Structure (ORCA input):
```
! wB97M-V def2-TZVPD RIJCOSX def2/J DEFGRID3
* xyz 0 1
C -1.4683 -0.5528 2.2215
C -1.6531 -0.2912 0.7442
C -0.7157 0.4177 -0.0387
C -0.9242 0.4970 -1.3936
C -1.9471 -0.2472 -2.0412
O -2.0631 -0.2609 -3.4117
C -2.9295 -0.8695 -1.3476
C -2.7355 -0.9027 0.1436
H -2.2573 -1.1939 2.6018
H -1.5695 0.4905 2.6389
H -0.4362 -0.8723 2.3742
H 0.1389 0.9345 0.3786
H -0.2814 0.9017 -2.1657
H -1.3274 0.0936 -3.9190
H -3.7944 -1.4292 -1.6344
H -3.4584 -1.4601 0.7139
C 3.6950 0.3480 1.2205
C 3.1613 0.7425 -0.1678
H 4.1194 1.2500 1.5892
H 3.0203 -0.1135 1.9383
H 4.4631 -0.4456 1.0944
H 3.0542 0.1113 -1.0249
H 2.1799 1.1986 0.0945
H 3.7290 1.6531 -0.6090
*
```

Its HOMO energy is -8.404 eV. The value obtained for the frontier orbital gap is 9.24 eV. As for the SMILES: Cc1ccc(O)cc1.CC. The lowest unoccupied orbital energy is 0.84 eV. As for the relative energy (zero: lowest compared OMol25 entry of this formula, charge and spin): 131.4 kJ/mol.

Entry 2:
The following is a quantum chemistry calculation of a single C3H8N2O2 molecule at a distorted geometry, from the OMol25 dataset.

Structure (ORCA input):
```
! wB97M-V def2-TZVPD RIJCOSX def2/J DEFGRID3
* xyz 0 1
N 1.5518 1.8454 0.9840
C 0.9330 1.0304 0.0974
O 0.7218 1.3436 -1.0568
C 0.4923 -0.3129 0.6633
N 0.0292 -1.2039 -0.4019
C -1.2648 -1.7719 -0.2198
O -2.3514 -0.8508 -0.1647
H 1.7987 2.7797 0.7015
H 1.7989 1.5529 1.9147
H -0.3042 -0.1551 1.3729
H 1.3412 -0.7809 1.1636
H 0.2292 -0.7889 -1.3008
H -1.2874 -2.2760 0.7429
H -1.3951 -2.4865 -1.0306
H -2.1192 -0.0498 -0.6458
*
```

Its HOMO energy is -9.229 eV. The value obtained for the frontier orbital gap is 9.98 eV. As for the SMILES: NC(=O)CNCO. The lowest unoccupied orbital energy is 0.75 eV. As for the relative energy (zero: lowest compared OMol25 entry of this formula, charge and spin): 78.1 kJ/mol.

Entry 3:
The following is a quantum chemistry calculation of a molecular structure, C34H29BrGaN6OSi at a distorted geometry, from the OMol25 dataset.

Structure (ORCA input):
```
! wB97M-V def2-TZVPD RIJCOSX def2/J DEFGRID3
* xyz 1 1
Ga 1.7968 0.5696 -0.3733
Br -6.5073 -1.0423 -0.2600
C -5.2565 -1.9116 0.8745
C -5.2675 -3.2976 0.9862
C -4.3421 -3.9153 1.7980
C -3.3729 -3.1612 2.4732
C -3.3910 -1.7644 2.3639
C -4.3326 -1.1463 1.5741
N -2.5230 -3.8301 3.3327
N -1.3973 -3.4781 3.6606
C -0.5656 -2.5625 3.0787
C 0.1917 -1.7480 3.9203
C 1.0619 -0.7859 3.4341
C 1.2488 -0.6213 2.0641
O 2.0450 0.2681 1.5351
C 0.5741 -1.5250 1.1876
N 0.8767 -1.4023 -0.1215
C 0.3850 -2.2685 -0.9856
C -0.4511 -3.3128 -0.5915
C -0.8079 -3.4357 0.7325
C -0.3156 -2.5153 1.6708
H -6.0008 -3.8775 0.4446
H -4.3287 -4.9907 1.8958
H -2.6809 -1.1713 2.9224
H -4.3466 -0.0716 1.4970
H 0.0394 -1.8437 4.9857
H 1.6168 -0.1649 4.1219
H 0.6736 -2.1420 -2.0212
H -0.8030 -4.0182 -1.3248
H -1.4357 -4.2547 1.0511
C -1.0255 0.2899 -5.2737
C -1.3094 0.1494 -3.9201
C -0.2873 0.1538 -2.9963
C 1.0417 0.2994 -3.4160
C 1.3192 0.4443 -4.7823
C 0.2890 0.4326 -5.6973
N 2.0438 0.2132 -2.4697
N 3.2379 0.4520 -2.8902
C 4.2141 0.4063 -1.9539
C 5.5616 0.4454 -2.3434
C 6.5312 0.4384 -1.3642
C 6.1436 0.4281 -0.0235
C 4.7991 0.4217 0.2863
N 3.8549 0.3896 -0.6513
H -1.8281 0.2900 -5.9932
H -2.3310 0.0386 -3.5879
H -0.4954 0.0612 -1.9349
H 2.3467 0.5499 -5.0913
H 0.5117 0.5322 -6.7482
H 5.8050 0.4642 -3.3950
H 7.5786 0.4470 -1.6267
H 6.8779 0.4257 0.7654
H 4.4389 0.4395 1.3069
C 1.8637 4.0322 0.0187
Si 0.5133 2.7219 -0.3226
C -0.4221 3.1533 -1.9348
C -0.6708 2.4612 1.1436
C -2.0526 2.3955 0.9754
C -2.8911 2.2195 2.0624
C -2.3630 2.0777 3.3339
C -0.9907 2.1290 3.5169
C -0.1558 2.3285 2.4319
H 1.4349 5.0198 0.1604
H 2.5624 4.0848 -0.8138
H 2.4304 3.7794 0.9120
H -0.8012 4.1689 -1.8800
H -1.2681 2.5011 -2.1202
H 0.2362 3.0915 -2.7959
H -2.4821 2.5052 -0.0086
H -3.9615 2.2039 1.9181
H -3.0172 1.9323 4.1796
H -0.5750 2.0183 4.5069
H 0.9115 2.3882 2.5896
*
```

Its HOMO energy is -9.557 eV. The value obtained for the frontier orbital gap is 4.42 eV. The lowest unoccupied orbital energy is -5.14 eV.

Entry 4:
The following is a quantum chemistry calculation of a gas-phase ion, CFN4 (charge -1) at a distorted geometry, from the OMol25 dataset.

Structure (ORCA input):
```
! wB97M-V def2-TZVPD RIJCOSX def2/J DEFGRID3
* xyz -1 1
C -0.9282 -0.0603 0.0829
N 0.8143 -1.2470 -0.0160
N -0.2910 1.0094 0.0264
N 1.5260 -0.2660 0.0032
N 1.0728 0.9625 -0.0519
F -2.1939 -0.3987 -0.0445
*
```

Its HOMO energy is -3.265 eV. The value obtained for the frontier orbital gap is 7.76 eV. The lowest unoccupied orbital energy is 4.50 eV. As for the relative energy (zero: lowest compared OMol25 entry of this formula, charge and spin): 329.4 kJ/mol.

Entry 5:
The following is a quantum chemistry calculation of a molecular structure, C12H15CeClN2O2S at a distorted geometry, from the OMol25 dataset.

Structure (ORCA input):
```
! wB97M-V def2-TZVPD RIJCOSX def2/J DEFGRID3
* xyz 2 1
Cl 3.3098 0.3692 -2.3953
C -0.5963 -1.7467 -3.4949
C -1.2427 -2.5296 -2.4819
C -0.2673 -3.3482 -1.8408
H -2.2947 -2.5092 -2.2502
C 1.0176 -3.0529 -2.4500
C 0.7963 -2.0536 -3.4655
H 1.6020 -1.5929 -4.0381
H -1.0716 -1.0598 -4.1707
H -0.3959 -4.0419 -1.0175
C 2.3325 -3.6567 -2.1041
Ce 0.3133 -1.0199 -1.2497
C -2.0685 -0.8781 0.0501
C -0.3619 1.4915 -1.8935
O -2.9596 -0.8136 0.7799
O -0.5185 2.5973 -2.1891
H 2.3931 -3.9258 -1.0419
H 3.1510 -2.9556 -2.3189
H 2.5217 -4.5746 -2.6778
S 1.0529 -0.2947 1.3284
C 0.3167 1.1564 1.9889
N 0.7010 1.5924 3.1973
C 0.0489 2.6418 3.9828
C -1.2411 3.0879 3.3308
C -1.1180 3.1402 1.8299
N -0.6287 1.8485 1.3387
H 1.4430 1.0496 3.6248
H 0.7490 3.4877 4.0745
H -0.1320 2.2515 4.9894
H -1.5188 4.0611 3.7099
H -2.0346 2.3937 3.6035
H -0.4214 3.9424 1.5290
H -2.0804 3.3368 1.3613
H -0.7969 1.6058 0.3605
*
```

Its HOMO energy is -14.918 eV. The value obtained for the frontier orbital gap is 5.22 eV. The lowest unoccupied orbital energy is -9.70 eV. As for the relative energy (zero: lowest compared OMol25 entry of this formula, charge and spin): 0.0 kJ/mol.

Entry 6:
The following is a quantum chemistry calculation of a molecular structure, C17H28F16NbO2S at a distorted geometry, from the OMol25 dataset.

Structure (ORCA input):
```
! wB97M-V def2-TZVPD RIJCOSX def2/J DEFGRID3
* xyz -1 1
C -2.8833 -0.7215 -3.8489
C -2.4678 0.4640 -4.7351
C -1.7277 1.5666 -3.9691
C -0.9154 2.4008 -4.9729
Nb -3.0178 2.9898 -2.7417
C -1.7805 2.9600 -0.8145
C -1.7676 1.5472 -0.2135
C -0.4182 1.0692 0.3094
S 0.9203 1.4028 -0.8618
H -3.9597 -0.7638 -3.7258
H -2.4565 -0.6329 -2.8540
H -2.5393 -1.6698 -4.2551
H -1.8135 0.0767 -5.5219
H -3.3582 0.8846 -5.1863
H -1.0321 1.0904 -3.2751
H -1.4862 2.5137 -5.8883
H 0.0319 1.9065 -5.1931
H -0.6775 3.3983 -4.6114
H -2.2902 4.5884 -3.2941
H -4.0223 3.1226 -4.2863
H -4.1181 1.5681 -2.2790
H -4.3674 4.0057 -1.9861
H -0.7794 3.3483 -0.9975
H -2.2673 3.6707 -0.1500
H -2.4302 1.5522 0.6487
H -2.1699 0.7979 -0.8939
H -0.2169 1.5045 1.2817
H -0.4664 -0.0060 0.4449
H 1.7302 0.4030 -0.5274
C -1.6560 -1.9010 4.5915
C -2.0883 -0.7459 3.6757
C -2.6317 0.5183 4.3467
F -3.7677 0.2452 5.0283
F -2.9085 1.4313 3.3960
F -2.9555 -1.1927 2.7475
F -0.9497 -0.3471 3.0393
O -2.5615 -2.9753 4.7550
C -3.4972 -2.9977 5.7443
C -4.9140 -3.0920 5.1683
F -5.1809 -2.0188 4.4046
F -5.7943 -3.1231 6.1995
F -3.3826 -1.9643 6.6016
F -3.3064 -4.1370 6.4594
H -0.8102 -2.3505 4.0757
H -1.2863 -1.5360 5.5498
H -1.8882 0.9351 5.0330
H -5.0155 -4.0009 4.5717
C 7.1131 -0.6537 -1.4013
C 6.7042 0.6168 -0.6413
C 6.7179 0.5634 0.8888
F 5.8202 -0.3324 1.3496
F 6.3892 1.7849 1.3641
F 5.5110 1.0594 -1.0757
F 7.6472 1.5552 -0.9615
O 6.0798 -1.4655 -1.9156
C 5.5234 -2.4798 -1.1910
C 4.0178 -2.2683 -1.0087
F 3.7898 -1.1213 -0.3416
F 3.5228 -3.3002 -0.2845
F 6.1426 -2.6744 -0.0082
F 5.6636 -3.6201 -1.9104
H 7.6217 -0.2843 -2.2893
H 7.8419 -1.2370 -0.8377
H 7.7151 0.3003 1.2541
H 3.5202 -2.2291 -1.9799
*
```

Its HOMO energy is -4.234 eV. The value obtained for the frontier orbital gap is 6.07 eV. The lowest unoccupied orbital energy is 1.84 eV.

Entry 7:
The following is a quantum chemistry calculation of a single C5H14N2 molecule, from the OMol25 dataset.

Structure (ORCA input):
```
! wB97M-V def2-TZVPD RIJCOSX def2/J DEFGRID3
* xyz 0 1
C -2.0513 0.9778 1.1658
C -1.0919 -0.0543 0.5966
N -1.8402 -1.0179 -0.2214
C 0.0270 0.6232 -0.2237
N 1.3264 -0.0152 -0.0306
C 1.3852 -1.2939 -0.7062
C 2.4165 0.8434 -0.4621
H -2.6381 1.4336 0.3600
H -2.7246 0.5358 1.9010
H -1.4992 1.7662 1.6860
H -0.5486 -0.5481 1.4051
H -1.6160 -1.9838 -0.0059
H -2.8331 -0.9517 -0.0157
H -0.2249 0.6539 -1.2906
H 0.1479 1.6615 0.0886
H 0.6497 -1.9739 -0.2798
H 1.1655 -1.2078 -1.7817
H 2.3732 -1.7340 -0.5891
H 2.4466 1.7476 0.1506
H 2.3560 1.1455 -1.5154
H 3.3579 0.3238 -0.2636
*
```

Its HOMO energy is -8.461 eV. The value obtained for the frontier orbital gap is 9.58 eV. As for the SMILES: C[C@@H](N)CN(C)C. The lowest unoccupied orbital energy is 1.12 eV. As for the relative energy (zero: lowest compared OMol25 entry of this formula, charge and spin): 80.9 kJ/mol.

Entry 8:
The following is a quantum chemistry calculation of a single C2F2O2 molecule at a distorted geometry, from the OMol25 dataset.

Structure (ORCA input):
```
! wB97M-V def2-TZVPD RIJCOSX def2/J DEFGRID3
* xyz 0 1
O 0.1042 -1.6289 -0.7878
C -0.2840 -0.7231 -0.1404
F -1.4542 -0.7481 0.4963
C 0.4026 0.5760 0.0650
O -0.3465 1.7135 0.7569
F 1.5780 0.8107 -0.3899
*
```

Its HOMO energy (alpha / beta) is -11.683 / -11.681 eV. The value obtained for the frontier orbital gap (alpha / beta) is 9.20 / 9.20 eV. As for the SMILES: O=C(F)C(=O)F. The lowest unoccupied orbital energy (alpha / beta) is -2.48 / -2.48 eV. As for the relative energy (zero: lowest compared OMol25 entry of this formula, charge and spin): 274.1 kJ/mol.